The following is a quantum chemistry calculation of a 11-piece molecular cluster, C16H54BF4N2O10 overall at a distorted geometry, from the OMol25 dataset.

The geometry in XYZ format:
```
87
Properties=species:S:1:pos:R:3:forces:R:3
B 14.649710 19.219030 -13.833920 -1.208 0.636 -0.823
F 14.273230 18.939780 -15.132500 0.621 -0.737 -1.170
F 13.639670 20.063790 -13.400660 -1.895 0.715 1.417
F 14.702170 18.074270 -13.085200 0.556 -0.003 0.239
F 15.747610 20.035840 -13.774120 2.020 -0.406 0.032
C 10.861320 18.380930 -14.469660 -1.340 0.161 0.341
C 10.939750 19.319300 -15.681160 -0.169 -0.043 2.218
O 11.856940 18.739550 -16.530840 0.444 -0.010 -1.508
H 10.156910 18.709590 -13.705530 -0.149 0.449 0.115
H 11.805410 18.228470 -13.946640 0.126 -0.112 -0.430
H 10.414800 17.444790 -14.804860 0.479 -0.303 -0.049
H 11.360260 20.271480 -15.357690 -0.428 0.464 0.065
H 9.951740 19.484810 -16.110760 0.105 -0.146 -0.333
H 12.660880 19.013060 -16.083100 0.888 -0.503 -0.477
C 11.102370 21.372880 -11.126620 -0.419 0.737 0.097
C 11.400580 19.937750 -10.846180 -1.429 -0.273 0.403
O 12.742200 19.665380 -10.896810 1.439 -0.329 0.366
H 10.038780 21.598660 -11.049780 -0.207 -0.200 -0.180
H 11.431270 21.613390 -12.137590 0.099 0.295 0.064
H 11.563780 22.019310 -10.380080 0.379 0.056 -0.194
H 10.872700 19.316880 -11.570040 -0.292 -0.206 -0.015
H 11.065140 19.659150 -9.847200 -0.199 -0.043 0.092
H 12.994520 19.752750 -11.818930 0.540 0.052 -0.373
C 19.460900 19.954830 -11.617780 0.456 0.333 -0.055
C 18.101710 19.693180 -11.026510 0.556 -0.341 -0.355
O 17.897630 20.608380 -9.967690 -0.050 0.312 0.167
H 19.465860 20.975020 -12.001600 0.227 0.053 -0.044
H 19.711800 19.280110 -12.436260 -0.296 -0.078 -0.061
H 20.261290 19.843670 -10.886270 -0.060 0.124 0.177
H 18.096360 18.672590 -10.643830 -0.397 -0.207 -0.063
H 17.388170 19.832440 -11.838650 -0.408 -0.212 0.189
H 16.995670 20.513970 -9.652800 -0.086 -0.011 0.007
C 13.928430 16.244560 -17.297670 -0.234 0.165 -0.394
C 15.279370 16.845420 -17.615550 -0.419 -0.173 -0.313
O 16.307030 16.136130 -16.973950 -0.051 -0.748 1.573
H 13.173840 16.825800 -17.827630 -0.044 0.073 -0.124
H 13.619750 16.305910 -16.254090 0.381 -0.312 0.079
H 13.907520 15.237660 -17.714580 -0.164 -0.208 0.417
H 15.261410 17.891620 -17.310210 0.268 0.205 -0.166
H 15.421030 16.719930 -18.688990 0.085 0.510 -0.238
H 17.151850 16.105530 -17.428870 -0.224 0.382 -0.911
O 16.356650 16.269610 -14.221300 0.590 -0.028 0.710
H 15.997620 17.145120 -14.077060 -0.080 0.187 0.104
H 16.412930 16.187140 -15.173280 -0.116 -0.192 -0.881
O 14.139450 15.205700 -12.945970 -0.261 -1.104 -0.422
H 13.946100 15.683280 -12.139270 -0.608 0.318 0.403
H 14.905830 15.649180 -13.309590 0.446 -0.078 -0.493
O 13.447760 22.390830 -14.902530 -0.623 0.327 -0.436
H 14.355100 22.689490 -14.841030 0.380 0.171 0.148
H 13.409170 21.621820 -14.333880 0.034 -0.266 0.158
O 16.150850 22.623530 -13.975410 0.253 0.732 -0.157
H 16.543330 22.959410 -13.169570 0.036 0.182 0.139
H 15.936310 21.712210 -13.776140 -0.037 -0.613 -0.014
C 20.718040 17.341570 -18.277490 0.607 -0.444 0.085
C 19.302530 17.152870 -17.785800 0.867 1.168 0.453
C 18.543880 18.480910 -17.709560 -0.124 -0.146 -0.042
O 19.127120 19.421970 -16.822130 0.964 -0.416 -1.122
C 19.031870 19.091310 -15.475130 -1.175 0.791 1.604
N 18.579450 16.240200 -18.633530 -0.451 -1.088 0.326
H 20.672490 17.797810 -19.266370 0.419 0.630 0.160
H 21.252640 16.405030 -18.436210 -0.395 -0.528 -0.034
H 21.358290 17.796600 -17.521770 -0.153 0.894 -0.394
H 19.383720 16.844510 -16.743480 -0.426 -0.828 -0.080
H 17.502570 18.287230 -17.452140 -0.062 -0.060 0.348
H 18.497450 18.888090 -18.719580 0.291 0.517 0.011
H 17.977460 19.135200 -15.202360 -0.260 -0.329 0.249
H 19.487700 19.855780 -14.845930 0.187 0.459 -0.518
H 19.448970 18.186230 -15.033590 0.208 -0.658 -0.912
H 18.859010 15.301630 -18.386470 -0.040 -0.323 0.029
H 18.844010 16.311290 -19.605660 -0.036 0.462 -0.150
C 12.892470 16.111520 -8.866130 0.497 -0.697 0.741
C 14.274450 16.354050 -9.526600 -2.440 1.196 -0.352
C 15.164360 15.180320 -9.663700 0.612 -0.636 0.239
O 15.552120 14.649000 -8.397550 -0.709 0.795 0.981
C 16.447140 13.600490 -8.539170 1.004 0.086 -0.718
N 13.829130 16.859930 -10.842900 0.363 -0.032 0.368
H 12.197190 16.924770 -9.074230 0.267 0.280 0.323
H 12.972300 15.908900 -7.798110 -0.016 0.300 0.144
H 12.374080 15.239960 -9.265840 0.365 -0.215 -0.383
H 14.790590 17.201840 -9.076090 0.235 -0.303 0.844
H 16.034740 15.568910 -10.192410 0.460 -0.370 -0.237
H 14.717810 14.372740 -10.243800 -0.181 0.098 -0.321
H 17.294090 14.009400 -9.090140 0.195 -0.469 -0.844
H 15.962520 12.756390 -9.029820 0.248 -0.192 -0.287
H 16.974420 13.240600 -7.655670 -0.902 0.296 0.761
H 14.549730 17.304230 -11.393740 0.464 -0.173 0.185
H 13.258610 17.651480 -10.581990 -0.396 0.184 -0.495
```
Forces are in eV/Å.

Calculated values
**Charge**: -1
**HOMO-LUMO gap**: 9.167 eV
**HOMO energy**: -6.73 eV